The following is a DFT calculation (the ωB97M-V functional and the def2-TZVPD basis) of a molecular structure, C4H9N2OS.

Each line ends with the natural charge from an NBO analysis.
Element x y z (Å)
C (-1.33661, 0.12461, 0.43463)  0.474
C (0.91688, -0.16727, 0.47646)  0.287
C (-2.78618, 0.03085, 0.76076)  -0.659
C (3.15350, -0.34163, -0.05544)  -0.109
N (-0.91284, 1.38068, 0.10998)  -0.675
N (-0.30321, -0.68441, 0.79703)  -0.495
O (1.98273, -0.89852, 0.32529)  -0.395
S (0.82669, 1.55588, -0.08713)  0.490
H (1.37090, -0.59547, -2.61691)  -0.006
H (-3.16142, -1.03531, 0.66327)  0.257
H (-3.33470, 0.71633, 0.29301)  0.248
H (-2.99236, 0.12648, 1.76693)  0.268
H (0.75680, -0.21061, -2.93622)  0.004
H (3.41843, 0.68842, -0.05071)  0.185
H (3.97443, -1.04661, -0.33861)  0.212
H (-1.31479, 2.02594, -0.54039)  0.445
H (-0.25825, -1.66936, 0.99805)  0.470

* total charge: +1
* energy above the lowest of the compared OMol25 structures with the same formula, charge and spin: 147.1 kcal per mole
* LUMO level (spin up / spin down): -0.156 / -0.154 Eh
* Kohn-Sham gap (spin up / spin down): 6.7 / 7.8 eV
* multiplicity: 1

---

The following is a DFT calculation (the ωB97M-V functional and the def2-TZVPD basis) of a molecular structure, C39H66Cl4F6N3O20PtS4.

Each line ends with the Mulliken charge.
Element x y z (Å)
C (5.39757, -2.84075, 0.01357)  -1.801
C (4.07705, -3.59552, -0.14097)  0.407
C (3.24912, -3.46327, 1.08660)  -0.640
N (2.10270, -4.42681, 1.16956)  0.583
C (1.23316, -4.00347, 2.30708)  -0.516
C (0.11505, -4.96097, 2.61960)  -0.216
C (0.57534, -6.40193, 2.75450)  -1.059
C (1.55709, -6.82705, 1.67775)  -0.642
C (2.64305, -5.79176, 1.49301)  -0.634
C (1.36323, -4.49241, -0.12048)  -0.899
H (6.09929, -3.40034, 0.63314)  0.546
H (5.30280, -1.87036, 0.50342)  0.323
H (5.80685, -2.68941, -0.97838)  0.334
H (4.36686, -4.63594, -0.30797)  0.276
H (3.59675, -3.25202, -1.05522)  0.048
H (2.79077, -2.48066, 1.17641)  0.317
H (3.81116, -3.65737, 2.00108)  0.426
H (1.91550, -4.01297, 3.16502)  0.454
H (0.92197, -2.97875, 2.12863)  0.197
H (-0.35769, -4.65124, 3.55018)  0.398
H (-0.63578, -4.95826, 1.82386)  0.153
H (1.07739, -6.58201, 3.72060)  0.360
H (-0.23106, -7.13178, 2.85069)  0.404
H (1.98521, -7.79684, 1.92307)  0.473
H (1.05080, -6.96265, 0.71698)  0.261
H (3.15853, -5.67905, 2.44900)  0.376
H (3.31701, -6.07994, 0.69429)  0.409
H (1.98525, -5.05209, -0.80765)  0.394
H (1.18324, -3.47364, -0.43843)  -0.339
H (0.42483, -5.02165, -0.02186)  0.693
Pt (-1.51389, 0.74839, 2.80726)  4.174
N (-3.30748, 1.82575, 2.64971)  -0.183
S (-4.87441, 1.52338, 2.95592)  0.742
O (-5.50325, 0.66919, 2.03438)  -0.498
O (-5.53192, 2.58283, 3.60830)  -0.589
F (-4.57196, 0.49414, 4.16568)  -0.287
S (-3.47134, 3.01563, 1.44535)  1.137
O (-3.46884, 4.32990, 1.91382)  -0.591
O (-4.32184, 2.66465, 0.38064)  -0.433
F (-2.01489, 2.80575, 0.87336)  -0.173
N (-1.08101, 0.15547, 0.82694)  0.001
S (-1.94717, -0.67924, -0.26418)  0.359
O (-1.60885, -2.05361, -0.36549)  -0.436
O (-2.35151, -0.00503, -1.42276)  -0.558
F (-3.26121, -0.71720, 0.63506)  0.039
S (0.28322, 0.40932, -0.09257)  -1.181
O (0.14636, 1.41307, -1.07325)  0.183
O (1.08313, -0.73698, -0.31003)  0.338
F (1.05816, 1.18453, 1.05748)  -0.466
C (-1.59280, 3.54463, -2.96364)  1.548
Cl (-0.84132, 3.74576, -4.54169)  -0.191
Cl (-1.91958, 5.14415, -2.24781)  -0.195
H (-2.49207, 2.94203, -2.95978)  -0.137
H (-0.87509, 3.08527, -2.29937)  -1.104
C (-5.76531, 1.75947, -2.19993)  0.527
Cl (-6.87736, 1.09795, -3.39815)  -0.175
Cl (-5.24909, 3.42295, -2.58199)  -0.171
H (-6.29111, 1.90413, -1.26518)  0.307
H (-4.92311, 1.09066, -2.07758)  -0.459
C (3.74706, 9.44935, -0.22072)  -1.266
C (3.97000, 7.99626, 0.09806)  -0.100
O (2.93772, 7.24682, -0.53829)  -0.353
C (2.73799, 6.01053, -0.12089)  0.669
O (3.36700, 5.45009, 0.73969)  -0.608
O (1.73125, 5.49252, -0.81569)  -0.252
C (1.38937, 4.14776, -0.57958)  0.473
H (2.76567, 9.77552, 0.13526)  0.306
H (3.72439, 9.58428, -1.30371)  0.312
H (4.45783, 10.12740, 0.24333)  0.396
H (3.86385, 7.82892, 1.17161)  0.284
H (4.95100, 7.64554, -0.21776)  0.289
H (1.28659, 3.57192, -1.49408)  0.255
H (0.45380, 4.15314, -0.01761)  -0.641
H (2.13108, 3.61782, 0.02281)  0.086
C (-0.36033, 6.17882, 1.81536)  -0.818
C (-0.31095, 5.25435, 3.01689)  -0.135
O (0.90252, 4.46965, 3.00248)  -0.285
C (0.81344, 3.17524, 3.04300)  0.727
O (-0.23322, 2.55275, 3.02313)  -0.751
O (1.95122, 2.56631, 3.14738)  -0.178
C (3.21254, 3.28130, 3.25724)  -0.606
H (-0.92467, 7.08238, 2.02643)  0.531
H (-0.60829, 5.66515, 0.89160)  0.021
H (0.65466, 6.58627, 1.68526)  0.143
H (-1.16821, 4.59453, 2.99635)  0.040
H (-0.32447, 5.85489, 3.92249)  0.334
H (4.00451, 2.58529, 3.00716)  0.240
H (3.33145, 3.46269, 4.33002)  0.321
H (3.24201, 4.20107, 2.69181)  0.238
C (-2.92193, -2.21918, -6.91386)  -0.813
C (-4.15348, -3.02946, -6.63233)  -0.210
O (-4.99883, -2.44620, -5.62840)  -0.410
C (-4.66393, -2.62128, -4.36015)  0.805
O (-3.87433, -3.43458, -3.94925)  -0.604
O (-5.44819, -1.84771, -3.63440)  -0.260
C (-5.30380, -1.90948, -2.24335)  -0.561
H (-2.45810, -2.54488, -7.84969)  0.436
H (-2.16575, -2.20856, -6.13527)  0.013
H (-3.19108, -1.18495, -7.15703)  0.292
H (-3.91839, -4.04351, -6.29453)  0.278
H (-4.73714, -3.16445, -7.53951)  0.338
H (-5.42564, -2.92173, -1.84826)  0.436
H (-5.95514, -1.22996, -1.70797)  0.283
H (-4.28015, -1.65145, -1.96770)  0.003
C (-2.73994, -2.37644, 7.72495)  -1.259
C (-3.33605, -2.75031, 6.42108)  -0.152
O (-2.64643, -1.93909, 5.41128)  -0.258
C (-3.02481, -1.91296, 4.18260)  0.149
O (-2.55195, -1.12698, 3.38368)  -1.092
O (-4.02194, -2.73158, 3.89961)  -0.514
C (-4.51473, -2.79320, 2.52717)  -0.382
H (-2.93284, -1.35900, 8.05534)  0.321
H (-1.65409, -2.48698, 7.68455)  0.309
H (-3.10155, -3.05449, 8.49875)  0.399
H (-4.38126, -2.45714, 6.34424)  0.322
H (-3.18844, -3.78717, 6.13459)  0.279
H (-4.83658, -1.81824, 2.17636)  0.029
H (-5.39722, -3.42569, 2.58682)  0.317
H (-3.77912, -3.29188, 1.91043)  0.256
F (0.86874, -3.81242, -3.43202)  -0.498
C (0.83866, -2.46932, -3.61342)  0.619
C (2.03848, -1.81701, -3.85247)  -0.890
C (1.95108, -0.44967, -4.12157)  -0.338
C (0.71433, 0.14604, -4.30556)  -0.759
C (-0.46877, -0.54440, -4.08312)  -0.049
C (-0.39715, -1.89225, -3.77537)  -0.612
H (2.98712, -2.31688, -3.70452)  0.602
H (2.83636, 0.10703, -4.40817)  0.447
H (0.69700, 1.21657, -4.48056)  0.403
H (-1.42032, -0.03629, -4.15489)  0.461
H (-1.28144, -2.51158, -3.66371)  0.601
F (6.76798, 2.77672, -3.15575)  -0.345
C (5.94944, 1.80942, -2.70022)  0.445
C (4.98781, 2.16129, -1.77746)  -0.650
C (4.18426, 1.16564, -1.23506)  -0.495
C (4.28234, -0.13799, -1.67108)  -0.006
C (5.27131, -0.45393, -2.58916)  -0.197
C (6.15009, 0.50736, -3.09293)  -0.862
H (4.85497, 3.20507, -1.52319)  0.575
H (3.44356, 1.46187, -0.50306)  0.419
H (3.59119, -0.88680, -1.32093)  0.401
H (5.37127, -1.48136, -2.92738)  0.273
H (6.89026, 0.21682, -3.82476)  0.424

* total charge: +1
* LUMO level (spin up / spin down): -0.106 / -0.179 Eh
* Kohn-Sham gap (spin up / spin down): 8.0 / 6.0 eV
* multiplicity: 3